Record 1
{"formula": "C19H27NO3S", "method": "ωB97M-V with the def2-TZVPD basis set", "elements": ["S", "O", "O", "O", "N", "C", "C", "C", "C", "C", "C", "C", "C", "C", "C", "C", "C", "C", "C", "C", "C", "C", "C", "C", "H", "H", "H", "H", "H", "H", "H", "H", "H", "H", "H", "H", "H", "H", "H", "H", "H", "H", "H", "H", "H", "H", "H", "H", "H", "H", "H"], "positions_angstrom": [[-2.7493, 0.9492, -3.7521], [3.4158, -0.2286, 1.4532], [2.2945, 1.6858, 1.1975], [-2.2911, 0.2897, -0.3087], [-0.3835, 0.2916, -1.5054], [2.5147, 0.3958, 0.9527], [-1.7071, 0.0791, -1.3575], [-0.9361, -0.6822, 3.4909], [2.6187, 3.6949, 2.4496], [-1.4198, -3.1446, 0.0102], [0.3826, 0.2351, -2.7279], [-2.2438, -2.1583, 2.1441], [0.3885, 0.7559, -0.3720], [-1.2254, -2.2545, 1.2044], [1.5555, -0.1951, -0.0784], [-0.0459, -1.5350, 1.4101], [1.0937, -1.5811, 0.4253], [-2.4801, -0.4150, -2.5672], [-2.1127, -1.3760, 3.2750], [3.1651, 2.3139, 2.1435], [1.5490, -0.7391, -2.5665], [-3.8802, 1.9593, -2.7599], [0.0834, -0.7691, 2.5630], [2.4018, -0.3491, -1.3619], [-3.1613, -2.7060, 1.9819], [4.1721, 2.3659, 1.7145], [-3.9616, 2.9224, -3.2525], [-1.9729, -1.2086, -3.1116], [-2.9230, -1.3114, 3.9860], [-4.8523, 1.4749, -2.7188], [3.2134, 1.6924, 3.0444], [1.6145, 3.6167, 2.8574], [1.1618, -1.7521, -2.4493], [-0.6710, -3.9366, -0.0093], [2.1623, -0.7212, -3.4684], [-2.4031, -3.6070, 0.0448], [2.5792, 4.2927, 1.5431], [1.0052, -0.2338, 2.7373], [0.8145, -2.1922, -0.4280], [3.2602, 4.1889, 3.1734], [-3.4702, 2.0760, -1.7613], [3.1827, -1.0915, -1.1897], [-3.4578, -0.7627, -2.2332], [2.8893, 0.6068, -1.5729], [-0.8129, -0.0753, 4.3760], [1.9595, -2.0510, 0.9028], [-0.2432, -0.0497, -3.5708], [-1.3485, -2.5773, -0.9170], [0.7820, 1.7540, -0.5944], [-0.2833, 0.8229, 0.4850], [0.7761, 1.2398, -2.9314]], "mulliken_charge": [-0.071, -0.609, -0.190, -0.619, 0.429, -0.905, 0.607, -0.808, -1.228, -1.637, -0.701, -0.891, -2.308, 1.106, 2.891, 0.835, -1.303, -0.991, -0.768, -0.217, -0.675, -0.797, -0.140, -1.554, 0.352, 0.278, 0.363, 0.404, 0.387, 0.257, 0.313, 0.316, 0.324, 0.342, 0.452, 0.384, 0.309, 0.488, 0.467, 0.415, 0.245, 0.385, 0.509, 0.498, 0.440, 0.493, 0.570, 0.243, 0.644, 0.524, 0.138], "relative_energy_ev": 0.355, "largest_force_ev_per_a": 0.5, "smiles": "CCOC(=O)[C@]1(Cc2ccccc2C)CCCN(C(=O)CSC)C1", "homo_lumo_gap_ev": 9.258}

***

Record 2
{"formula": "C19H28AlBr7CsF7NaO8", "method": "ωB97M-V with the def2-TZVPD basis set", "elements": ["Cs", "Br", "Br", "Br", "Br", "Br", "Br", "Br", "Al", "Na", "F", "F", "F", "F", "F", "F", "F", "O", "O", "O", "O", "O", "O", "O", "O", "C", "C", "C", "C", "C", "C", "C", "C", "C", "C", "C", "C", "C", "C", "C", "C", "C", "C", "C", "H", "H", "H", "H", "H", "H", "H", "H", "H", "H", "H", "H", "H", "H", "H", "H", "H", "H", "H", "H", "H", "H", "H", "H", "H", "H", "H", "H"], "positions_angstrom": [[-0.3790, -2.5007, 1.1405], [-7.6761, -3.1950, 0.6416], [-1.2946, 5.1299, 1.8887], [-8.3274, -5.7010, -4.9652], [-7.5313, -8.8008, -4.6546], [-6.1053, -0.9192, -0.9994], [-10.2456, -7.6971, -3.3309], [-6.9929, -3.6387, -2.4689], [-3.0315, 5.3756, 6.0158], [3.6052, 0.9975, -2.5638], [-2.7353, -5.2293, -1.0689], [-3.0750, 6.7554, 4.8883], [-2.5682, -3.2266, -0.2643], [-1.9757, 4.1000, 5.3477], [-2.5637, -3.5458, -2.4086], [-2.3923, 5.9119, 7.5889], [-4.6780, 4.7304, 6.2297], [-0.1974, -5.2367, -1.9923], [3.1257, 2.3067, 1.2124], [0.2869, 4.1720, -0.3235], [6.1752, -1.5585, 1.0597], [6.1261, -0.4761, -1.0009], [0.0660, 0.0988, 0.8593], [0.1991, -3.4381, -0.6686], [-1.8254, 7.7835, -0.0032], [2.4000, 1.0893, 0.8459], [-0.1271, 3.8677, 0.8444], [-2.7477, 7.8907, -1.0751], [2.7549, -0.6227, 3.2266], [-0.5802, -4.1876, -1.2397], [1.7510, -6.2001, -0.9030], [-8.4199, -7.2798, -3.8389], [3.5492, 3.0630, 0.0425], [0.1927, 2.4667, 1.6003], [-2.1048, -4.0500, -1.2436], [2.5012, 0.1338, 2.1662], [-6.4306, -2.8233, -0.7994], [6.1407, 2.2296, 0.1529], [6.1118, -0.4457, 0.4430], [1.2206, -5.4506, -2.1099], [-0.7852, -0.2452, -0.2830], [6.0714, 1.0049, 1.2023], [4.8209, 2.4339, -0.7473], [0.8148, 1.3431, 0.6009], [5.9144, -1.4056, -1.2799], [-3.1834, 6.9102, -1.2847], [0.8791, 2.7064, 2.4924], [1.3746, -6.0502, -3.0105], [2.9064, 0.5495, -0.0580], [7.0197, 1.9952, -0.5786], [2.8098, -6.4331, -1.0280], [-1.4933, 0.6030, -0.6246], [0.6175, 1.6586, -0.5043], [3.3136, -1.0233, 4.1630], [-0.1882, -0.6098, -1.2248], [2.6624, 3.1635, -0.7131], [1.6316, -5.6113, 0.0103], [-7.8782, -7.0486, -2.9209], [4.5170, 1.4795, -1.3598], [-5.4801, -3.2819, -0.5250], [1.7467, -4.5027, -2.2611], [3.8801, 4.1107, 0.4215], [5.1029, 3.2234, -1.5642], [6.4431, 3.1785, 0.7256], [-1.4845, -1.1511, 0.0233], [5.2331, 1.0740, 1.9844], [-1.1358, 7.1645, -0.2813], [-0.8244, 2.1243, 2.0580], [-2.2364, 8.2702, -1.9637], [7.0718, 1.0378, 1.8060], [1.1974, -7.1316, -0.7557], [-3.5400, 8.5843, -0.7908]], "mulliken_charge": [1.156, 0.012, -0.050, -0.049, -0.010, -0.024, 0.010, 0.066, 0.829, 0.992, -0.230, -0.452, -0.325, -0.448, -0.239, -0.457, -0.462, -0.248, -0.341, -0.566, -0.580, -0.466, -0.332, -0.749, -0.438, 1.227, 0.552, -0.541, -0.670, 0.430, -1.072, -0.251, -0.243, -1.020, 1.026, -0.702, 0.004, -0.817, 0.488, -0.192, -0.641, -0.331, 0.131, -0.222, 0.340, 0.233, 0.353, 0.345, -0.247, 0.352, 0.381, 0.340, 0.593, 0.387, 0.311, 0.172, 0.273, 0.276, -0.693, -0.040, 0.247, 0.355, 0.564, 0.380, 0.193, 0.169, 0.262, 0.484, 0.258, 0.396, 0.328, 0.233], "largest_force_ev_per_a": 11.0, "charge": 1, "homo_lumo_gap_ev": 5.142}

***

Record 3
{"formula": "C19H28BrCeO2", "method": "ωB97M-V with the def2-TZVPD basis set", "elements": ["Ce", "Br", "O", "O", "C", "C", "C", "C", "C", "C", "C", "C", "C", "C", "C", "C", "C", "C", "C", "C", "C", "C", "C", "H", "H", "H", "H", "H", "H", "H", "H", "H", "H", "H", "H", "H", "H", "H", "H", "H", "H", "H", "H", "H", "H", "H", "H", "H", "H", "H", "H"], "positions_angstrom": [[-0.2316, 0.0163, 0.1330], [-1.9679, 1.1405, 1.8527], [-0.9229, -2.3401, 0.2195], [-1.6829, -7.5713, -0.6607], [-2.5072, -9.0906, -2.4814], [1.8736, -1.1409, 1.2939], [-1.5292, -8.8617, -1.3432], [-0.4004, -3.4209, -0.6022], [-1.6349, -2.8431, 1.4062], [2.3801, -0.4251, 0.1598], [1.6308, 1.1286, 1.7096], [-0.6518, -4.6939, 0.2011], [1.4104, -0.1820, 2.2503], [-1.8248, -4.3364, 1.1437], [-0.3442, 1.8722, -1.7570], [-0.2123, -0.3400, -2.4460], [-2.1370, -8.3311, 0.5129], [2.2345, 0.9773, 0.4187], [-1.5795, -0.0621, -2.0974], [-0.1037, -9.1145, -1.7787], [-1.9333, -9.7021, -0.1118], [-1.6550, 1.3074, -1.6786], [0.5441, 0.8606, -2.2359], [-2.4084, -0.7716, -2.1552], [1.6179, 0.9782, -2.4280], [-2.5618, 1.8292, -1.3610], [0.1719, -1.2959, -2.8173], [-0.9219, -3.3931, -1.5707], [-1.1286, -10.2790, 0.3291], [2.5513, 1.7926, -0.2298], [-1.4900, -8.1774, 1.3853], [-0.0328, -10.1328, -2.1705], [0.6690, -3.2228, -0.7738], [-1.0207, -2.6295, 2.2972], [2.8198, -0.8769, -0.7385], [0.5862, -9.0178, -0.9372], [-2.3517, -10.1038, -2.8638], [-2.8354, -10.2930, -0.2261], [0.1514, -8.4139, -2.5770], [-3.5512, -9.0246, -2.1651], [-0.8558, -5.5701, -0.4231], [1.4126, 2.0729, 2.2051], [0.9959, -0.4061, 3.2331], [1.8810, -2.2288, 1.4268], [-0.0743, 2.9081, -1.5192], [-2.7730, -4.4468, 0.5933], [-3.1979, -8.1555, 0.7375], [0.2540, -4.8778, 0.8037], [-1.8637, -4.9342, 2.0644], [-2.5657, -2.2636, 1.4798], [-2.3098, -8.3955, -3.2988]], "mulliken_charge": [0.398, -0.600, -0.084, -0.385, -1.682, -0.346, 1.568, -0.431, -0.457, -0.555, -0.440, -0.275, -0.557, -0.622, -0.426, -0.521, -0.450, -0.501, -0.399, -1.722, -0.921, -0.594, -0.540, 0.492, 0.523, 0.476, 0.514, 0.304, 0.307, 0.494, 0.284, 0.409, 0.263, 0.232, 0.407, 0.371, 0.402, 0.316, 0.387, 0.379, 0.174, 0.470, 0.454, 0.520, 0.439, 0.262, 0.295, 0.265, 0.395, 0.326, 0.383], "spin_multiplicity": 2, "relative_energy_ev": 0.000, "largest_force_ev_per_a": 1.8, "s_squared": 0.751, "homo_lumo_gap_ev": [7.721, 8.363]}

***

Record 4
{"formula": "C19H28Cl3NOPt", "method": "ωB97M-V with the def2-TZVPD basis set", "elements": ["Pt", "Cl", "Cl", "Cl", "O", "N", "C", "C", "C", "C", "C", "C", "C", "C", "C", "C", "C", "C", "C", "C", "C", "C", "C", "C", "C", "H", "H", "H", "H", "H", "H", "H", "H", "H", "H", "H", "H", "H", "H", "H", "H", "H", "H", "H", "H", "H", "H", "H", "H", "H", "H", "H", "H"], "positions_angstrom": [[0.3265, 0.3822, 0.7664], [1.2407, -1.7257, 1.1247], [-0.2492, 2.6479, 0.8072], [-2.0841, -0.2974, 0.6891], [2.7391, 2.9617, 0.7465], [3.6834, 1.9609, 3.1330], [0.2502, 0.7161, 5.6195], [-0.8328, 0.1647, 4.9309], [1.3903, 1.1218, 4.9264], [0.7588, -1.0887, -1.6909], [-0.7970, 0.1285, 3.5256], [-2.7564, -0.4256, -2.6709], [1.4969, 0.9277, 3.5177], [-0.5159, -1.5179, -2.0054], [5.0816, 1.7021, 2.7614], [0.3312, 0.4830, 2.8316], [-0.6148, 0.7865, -1.9324], [0.7128, 0.3804, -1.3834], [1.9321, 1.1686, -1.6494], [-0.9442, -2.9174, -2.2054], [1.9944, -1.8647, -1.8975], [3.3937, 3.2724, 3.7144], [2.7290, 1.1032, 2.8094], [-1.3549, -0.3639, -2.1950], [-1.0412, 2.1419, -2.3181], [-2.0080, 2.3946, -1.8531], [2.8820, -1.2623, -1.6832], [-1.7117, -0.1982, 5.4680], [-1.0926, -3.1454, -3.2672], [2.2440, 1.5224, 5.4725], [-1.6535, -0.1949, 2.9423], [-1.1667, 2.2160, -3.4139], [5.6277, 2.6505, 2.7641], [5.1217, 1.2432, 1.7674], [1.7514, 2.9828, 0.6334], [-3.3115, -1.2357, -2.1755], [4.3345, 3.8215, 3.8046], [2.7145, 0.8080, -0.9712], [-0.1841, -3.6037, -1.8236], [-2.7882, -0.6121, -3.7575], [5.5388, 1.0199, 3.4969], [2.2641, 1.0406, -2.6889], [2.7248, 3.8358, 3.0606], [2.9482, 3.1852, 4.7051], [1.7323, 2.2231, -1.4516], [0.1997, 0.8521, 6.7018], [3.1376, 2.8570, -0.1437], [2.0745, -2.1970, -2.9477], [2.0233, -2.7595, -1.2634], [-3.2808, 0.5184, -2.4742], [2.9226, 0.4727, 1.9268], [-0.3142, 2.8945, -2.0021], [-1.8855, -3.1253, -1.6849]], "mulliken_charge": [-0.098, -0.559, -0.640, -0.613, -0.505, 0.340, -0.539, -0.732, -0.905, -0.402, -0.256, -1.799, 0.644, 1.283, -1.050, 0.304, 0.233, 3.366, -2.110, -1.989, -1.899, -1.033, -0.393, 0.326, -2.165, 0.419, 0.342, 0.334, 0.293, 0.365, 0.276, 0.248, 0.310, 0.324, 0.113, 0.292, 0.404, 0.486, 0.406, 0.386, 0.306, 0.159, 0.236, 0.304, 0.510, 0.315, 0.269, 0.338, 0.360, 0.353, 0.332, 0.371, 0.339], "spin_multiplicity": 5, "largest_force_ev_per_a": 4.0, "s_squared": 6.057, "charge": -2, "homo_lumo_gap_ev": [2.392, 5.946]}

***

- Number 4 is which compound?
  C19H28Cl3NOPt